Density functional theory data (ωB97M-V/def2-TZVPD) for a molecular structure, C2H5N2OS2 in a non-equilibrium geometry.

Computed properties:
M   137.209 g mol⁻¹
Electronic energy   -28845.1351 eV
Gap between HOMO and LUMO   8.671 eV
ΔE to the lowest compared entry with this formula, charge and spin   26.2 kcal/mol
Net charge   +1

Each line ends with the natural charge from an NBO analysis.
Positions of all 12 atoms, in Å:
C -0.23 0.17 -0.95  0.643
C 0.31 0.05 0.97  -0.160
N -0.13 1.14 -1.79  -0.728
N -0.05 -1.22 1.31  -0.859
O -0.76 -0.96 -1.24  -0.610
S -0.02 1.60 1.76  0.223
S 1.86 0.90 1.18  0.219
H 0.31 2.01 -1.54  0.446
H -0.47 1.02 -2.74  0.439
H -0.79 -1.30 2.00  0.428
H 0.72 -1.84 1.52  0.427
H -0.74 -1.56 -0.45  0.532

Density functional theory data (ωB97M-V/def2-TZVPD) for a molecular structure, C19H12FeN2O3 in a non-equilibrium geometry.

Computed properties:
Multiplicity   5
M   372.161 g mol⁻¹
Electronic energy   -63400.7361 eV
Gap between HOMO and LUMO (spin up / spin down)   6.167 / 6.961 eV
ΔE to the lowest compared entry with this formula, charge and spin   6.8 kcal/mol

Each line ends with the natural charge from an NBO analysis.
Positions of all 37 atoms, in Å:
C 0.17 0.95 1.50  -0.247
C -0.79 1.88 1.88  0.206
N -1.67 2.60 2.18  -0.276
C 1.55 1.22 1.67  0.021
C 2.49 0.14 1.59  -0.206
C 3.84 0.37 1.80  -0.154
C 4.31 1.66 2.08  -0.165
C 5.69 1.85 2.44  0.265
N 6.81 1.98 2.77  -0.284
C 3.42 2.74 2.08  -0.149
C 2.06 2.54 1.90  -0.208
H -0.16 -0.08 1.35  0.249
H 2.12 -0.87 1.38  0.227
H 4.55 -0.46 1.75  0.234
H 3.81 3.75 2.24  0.235
H 1.36 3.38 1.91  0.236
O -4.10 -4.17 -1.63  -0.494
C -3.50 -3.18 -1.60  0.597
Fe -2.66 -1.70 -1.20  -0.198
C -3.95 -1.18 -0.05  0.652
O -4.77 -1.10 0.77  -0.474
C -1.89 -2.35 0.27  0.608
O -1.44 -2.73 1.28  -0.500
C -0.76 0.72 -1.10  -0.203
C 0.24 -0.17 -1.45  -0.231
C 0.03 -1.45 -1.94  -0.193
C -1.17 -1.96 -2.52  -0.348
C -2.16 -1.16 -3.19  -0.249
C -2.74 -0.09 -2.51  -0.240
C -2.16 0.37 -1.27  -0.334
H -0.52 1.71 -0.70  0.231
H 1.28 0.14 -1.29  0.220
H 0.88 -2.14 -1.94  0.220
H -1.10 -3.02 -2.84  0.240
H -2.57 -1.50 -4.14  0.238
H -3.67 0.36 -2.86  0.248
H -2.83 0.94 -0.60  0.227

Density functional theory data (ωB97M-V/def2-TZVPD) for a molecular structure, C9H21ClMgN3O3 in a non-equilibrium geometry.

Computed properties:
M   279.043 g mol⁻¹
Electronic energy   -38246.3035 eV
Gap between HOMO and LUMO   2.974 eV
ΔE to the lowest compared entry with this formula, charge and spin   129.4 kcal/mol
Net charge   +1

Each line ends with the natural charge from an NBO analysis.
Positions of all 38 atoms, in Å:
Mg -2.93 -3.95 0.28  1.752
Cl -1.64 -2.13 0.09  -0.741
C -0.49 -1.64 3.73  0.531
O -1.12 -1.54 4.76  -0.603
N 0.74 -1.13 3.51  -0.430
C 1.54 -1.57 2.40  -0.403
C 1.39 -0.35 4.54  -0.421
H -0.95 -2.14 2.87  0.073
H 2.25 -2.35 2.71  0.197
H 2.11 -0.75 1.96  0.208
H 0.90 -2.00 1.62  0.192
H 2.16 -0.96 5.02  0.198
H 1.85 0.53 4.09  0.204
H 0.64 -0.05 5.26  0.251
C -1.46 0.03 -3.18  0.529
O -2.34 0.83 -3.40  -0.600
N -0.44 -0.28 -4.02  -0.435
C 0.49 -1.34 -3.72  -0.402
C -0.40 0.29 -5.35  -0.424
H -1.41 -0.54 -2.23  0.082
H 0.34 -2.20 -4.39  0.192
H 0.34 -1.71 -2.70  0.195
H 1.52 -1.01 -3.83  0.208
H -0.78 -0.43 -6.09  0.197
H -1.03 1.17 -5.40  0.247
H 0.62 0.56 -5.62  0.205
C -1.21 1.60 1.57  0.537
O -1.81 2.33 2.32  -0.594
N -0.28 2.01 0.66  -0.435
C 0.46 1.06 -0.13  -0.396
C 0.03 3.42 0.53  -0.421
H -1.33 0.50 1.54  0.077
H 0.33 1.24 -1.19  0.203
H 0.13 0.05 0.12  0.186
H 1.52 1.09 0.16  0.194
H -0.87 4.00 0.72  0.239
H 0.77 3.74 1.27  0.204
H 0.37 3.62 -0.48  0.205

Density functional theory data (ωB97M-V/def2-TZVPD) for 3 unconnected molecules or ions with the total composition C27H42F3N6O3 in a non-equilibrium geometry.

Computed properties:
M   555.666 g mol⁻¹
Electronic energy   -51907.4329 eV
Gap between HOMO and LUMO   8.143 eV
Net charge   +1

Each line ends with the Mulliken charge.
Positions of all 81 atoms, in Å:
C -2.38 -1.52 3.64  -0.643
C -1.54 -0.33 4.05  0.591
O -2.04 0.71 4.42  -0.527
N -0.09 -0.43 3.97  -0.398
C 0.34 -0.68 2.58  -1.278
C -0.15 0.42 1.62  -0.532
C -1.02 -0.09 0.45  0.603
C -0.45 0.49 -0.85  -1.255
N -1.02 -0.02 -2.12  0.979
C -1.00 -1.37 -2.33  -0.438
N 0.04 -2.00 -2.76  -0.068
O 1.23 -1.38 -3.00  -0.244
C 1.20 -0.69 -4.28  -1.035
C 2.58 -0.22 -4.71  0.324
C 2.30 0.75 -5.87  -1.586
C 3.39 0.49 -3.58  0.474
C 2.51 1.32 -2.62  -0.919
C 4.47 1.41 -4.16  -1.832
N -2.23 -1.94 -2.10  -0.335
C -3.22 -0.87 -2.11  -0.693
C -2.37 0.35 -2.56  0.175
C -2.84 1.74 -2.26  -1.345
O -3.19 1.83 -0.88  -0.244
C -2.95 3.04 -0.31  0.774
F -3.66 4.02 -0.90  -0.278
F -3.27 2.96 0.98  -0.243
F -1.64 3.36 -0.41  -0.277
H -3.34 -1.13 3.32  0.314
H -1.96 -2.05 2.79  0.128
H -2.48 -2.19 4.49  0.206
H 0.23 -1.20 4.54  0.311
H 1.42 -0.67 2.59  0.411
H 0.06 -1.68 2.23  0.438
H -0.68 1.21 2.14  0.593
H 0.74 0.89 1.20  0.166
H -2.04 0.26 0.61  -0.041
H -1.03 -1.18 0.43  0.500
H -0.52 1.57 -0.83  -0.329
H 0.60 0.23 -0.86  0.455
H -0.02 -3.00 -2.91  0.267
H 0.54 0.17 -4.25  0.313
H 0.78 -1.37 -5.02  0.696
H 3.12 -1.10 -5.07  0.471
H 1.41 0.41 -6.39  0.450
H 2.02 1.72 -5.45  0.365
H 3.14 0.84 -6.54  0.385
H 3.89 -0.27 -2.99  0.410
H 1.64 1.77 -3.10  0.197
H 2.24 0.71 -1.76  0.031
H 3.11 2.14 -2.24  0.660
H 4.03 2.36 -4.47  0.403
H 5.20 1.64 -3.40  0.484
H 4.94 0.93 -5.02  0.385
H -2.28 -2.56 -1.30  0.319
H -4.05 -1.01 -2.80  0.391
H -3.69 -0.70 -1.14  0.369
H -2.32 0.23 -3.65  0.505
H -2.10 2.46 -2.57  0.436
H -3.73 1.93 -2.87  0.570
N 2.25 2.91 0.49  -0.019
C 1.39 3.89 0.25  0.048
C 1.69 5.24 0.39  -1.017
C 2.96 5.58 0.81  -0.263
C 3.87 4.57 1.07  -0.580
C 3.47 3.26 0.90  -0.323
H 0.40 3.57 -0.07  0.549
H 0.95 5.99 0.17  0.432
H 3.24 6.62 0.93  0.399
H 4.88 4.80 1.41  0.409
H 4.15 2.44 1.09  0.426
N -2.00 -4.03 5.91  -0.269
C -2.04 -4.47 7.17  -0.298
C -1.98 -5.80 7.53  -0.508
C -1.87 -6.75 6.53  -0.150
C -1.82 -6.32 5.21  -0.685
C -1.89 -4.96 4.96  0.139
H -2.14 -3.69 7.93  0.381
H -2.02 -6.10 8.57  0.362
H -1.82 -7.80 6.76  0.381
H -1.73 -7.02 4.39  0.354
H -1.85 -4.58 3.94  0.223

Density functional theory data (ωB97M-V/def2-TZVPD) for a molecular structure, C45H54CaN2O9P2SSeSi2Te in a non-equilibrium geometry.

Computed properties:
M   1163.757 g mol⁻¹
Electronic energy   -205202.7021 eV
Gap between HOMO and LUMO   6.568 eV
ΔE to the lowest compared entry with this formula, charge and spin   13.5 kcal/mol
Net charge   -2

Each line ends with the Mulliken charge.
Positions of all 118 atoms, in Å:
Ca 0.72 -2.28 0.36  1.850
O 2.12 -3.65 1.53  -0.781
S 3.21 -2.66 1.63  1.613
O 4.49 -3.06 1.11  -0.777
O 2.72 -1.36 1.12  -0.662
C 3.37 -2.50 3.40  0.294
C 4.41 -3.23 3.96  -0.667
C 4.53 -3.34 5.34  -0.664
C 3.59 -2.73 6.15  -0.827
C 2.56 -2.00 5.59  -0.174
C 2.42 -1.86 4.21  -0.720
P 1.04 -0.78 3.52  2.103
C 1.84 0.85 3.83  -0.011
C 3.21 0.98 4.03  -0.721
C 3.80 2.24 4.14  -0.650
C 3.02 3.38 4.05  -0.813
C 1.65 3.26 3.85  -0.618
C 1.07 2.01 3.73  0.269
C -0.15 -1.00 4.89  0.012
C -0.82 -2.22 4.89  -0.449
C -1.76 -2.50 5.87  -0.672
C -2.06 -1.55 6.84  -0.489
C -1.42 -0.32 6.82  -0.730
C -0.46 -0.05 5.85  0.068
H 5.12 -3.71 3.30  0.548
H 5.35 -3.91 5.77  0.371
H 3.66 -2.81 7.23  0.397
H 1.84 -1.51 6.23  0.443
H 3.84 0.11 4.09  0.243
H 4.87 2.31 4.28  0.407
H 3.48 4.36 4.12  0.345
H 1.03 4.14 3.76  0.465
H 0.01 1.92 3.54  0.073
H -0.62 -2.95 4.11  0.335
H -2.28 -3.45 5.85  0.401
H -2.81 -1.77 7.60  0.348
H -1.65 0.43 7.57  0.401
H 0.03 0.91 5.85  0.359
O 2.31 -5.11 -1.46  -0.853
C 1.79 -4.21 -2.10  -0.349
O 1.02 -3.29 -1.67  -0.568
C 2.08 -4.13 -3.59  0.427
C 2.75 -5.20 -4.17  -0.486
C 3.02 -5.23 -5.53  -0.573
C 2.60 -4.17 -6.33  -0.697
C 1.94 -3.10 -5.75  -0.868
C 1.68 -3.06 -4.38  0.361
P 0.81 -1.61 -3.61  0.887
C 0.90 -0.43 -5.03  0.080
C 2.13 0.22 -5.20  -0.211
C 2.29 1.23 -6.13  -0.753
C 1.21 1.65 -6.90  -0.351
C -0.01 1.01 -6.75  -0.787
C -0.16 -0.02 -5.83  -0.093
C -0.93 -2.16 -3.68  0.910
C -1.91 -1.21 -3.42  -0.407
C -3.25 -1.55 -3.42  -0.646
C -3.62 -2.87 -3.65  -0.685
C -2.65 -3.82 -3.88  -0.694
C -1.31 -3.47 -3.89  -0.378
H 3.04 -6.01 -3.51  0.490
H 3.54 -6.08 -5.97  0.364
H 2.78 -4.18 -7.40  0.414
H 1.62 -2.29 -6.39  0.390
H 2.97 -0.07 -4.58  0.417
H 3.25 1.72 -6.24  0.360
H 1.32 2.46 -7.61  0.354
H -0.87 1.33 -7.34  0.380
H -1.11 -0.52 -5.75  0.411
H -1.63 -0.19 -3.18  0.437
H -3.99 -0.79 -3.20  0.360
H -4.67 -3.15 -3.62  0.314
H -2.93 -4.86 -4.02  0.330
H -0.56 -4.24 -4.05  0.270
N -2.61 1.27 2.79  -0.723
N -1.42 0.49 2.54  0.488
H -2.92 0.99 3.71  0.224
H -3.32 0.94 2.13  0.165
H -1.12 0.78 1.60  -0.689
H -1.69 -0.49 2.43  0.336
C -4.01 4.46 1.39  -0.828
Si -4.44 4.06 -0.38  0.237
C -5.30 5.55 -1.14  -1.081
C -5.63 2.63 -0.42  -0.971
C -2.86 3.70 -1.32  -0.400
Te -2.22 1.70 -0.97  -0.131
C -0.30 1.93 -1.83  1.163
Si 0.96 2.75 -0.72  0.052
C 2.34 3.47 -1.77  -1.232
C 0.28 4.17 0.30  -0.881
C 1.64 1.47 0.43  0.639
H -4.91 4.50 2.01  0.324
H -3.51 5.43 1.45  0.310
H -3.34 3.71 1.82  0.194
H -6.21 5.79 -0.59  0.262
H -5.57 5.36 -2.18  0.296
H -4.65 6.43 -1.12  0.284
H -6.48 2.85 0.23  0.307
H -5.20 1.68 -0.10  0.333
H -6.02 2.46 -1.43  0.287
H -2.10 4.38 -0.95  -0.146
H -2.98 3.84 -2.39  0.499
H -0.41 2.36 -2.83  0.761
H 0.02 0.89 -1.96  -1.946
H 1.96 4.25 -2.44  0.318
H 2.79 2.70 -2.40  0.285
H 3.12 3.90 -1.14  0.292
H -0.01 5.03 -0.31  0.355
H 1.06 4.50 0.99  0.338
H -0.59 3.87 0.89  0.130
H 2.20 0.70 -0.11  0.391
H 0.84 0.95 0.96  -0.959
H 2.30 1.90 1.18  0.273
O -1.25 -2.61 1.47  -0.700
Se -2.12 -1.96 0.15  0.733
O -3.32 -0.98 0.68  -0.662
O -0.90 -0.95 -0.54  0.254
O -2.56 -3.14 -0.88  -0.658

Density functional theory data (ωB97M-V/def2-TZVPD) for a molecular structure, C8H21F2N2O8RbS2 in a non-equilibrium geometry.

Computed properties:
M   460.860 g mol⁻¹
Electronic energy   -55755.4584 eV
Gap between HOMO and LUMO   9.435 eV
ΔE to the lowest compared entry with this formula, charge and spin   21.6 kcal/mol

Each line ends with the natural charge from an NBO analysis.
Positions of all 44 atoms, in Å:
Rb -0.36 0.46 0.32  0.954
N -1.45 1.50 2.90  -1.203
S -2.95 1.58 3.34  2.440
O -3.90 2.19 2.43  -0.925
O -3.24 1.73 4.73  -0.886
F -3.24 0.01 2.98  -0.533
S -1.03 3.17 3.03  2.412
O -0.74 3.61 4.36  -0.876
O -1.63 4.05 2.09  -0.882
F 0.45 2.96 2.45  -0.522
C -3.56 1.79 -1.07  -0.254
O -2.37 1.18 -1.54  -0.596
C -2.36 0.41 -2.71  -0.054
C -0.94 -0.02 -3.12  -0.261
N -0.45 -1.19 -2.41  -0.652
C 0.73 -1.84 -2.97  -0.233
C 2.03 -1.04 -2.88  -0.073
O 2.96 -1.80 -3.62  -0.537
C 4.31 -1.42 -3.36  -0.246
H -4.13 1.13 -0.41  0.193
H -4.20 2.11 -1.90  0.174
H -3.23 2.66 -0.50  0.217
H -2.90 0.96 -3.49  0.186
H -2.91 -0.53 -2.54  0.154
H -0.38 0.92 -3.10  0.205
H -1.01 -0.27 -4.19  0.183
H -1.18 -1.89 -2.51  0.368
H 0.58 -2.15 -4.02  0.179
H 0.89 -2.80 -2.48  0.205
H 2.22 -0.85 -1.82  0.160
H 1.92 -0.11 -3.45  0.170
H 4.52 -1.65 -2.31  0.164
H 4.49 -0.35 -3.48  0.167
H 4.97 -1.98 -4.02  0.202
C 1.45 -0.78 3.98  -0.091
C 2.06 -2.06 3.40  -0.082
O 3.47 -1.98 3.35  -0.721
O 0.93 0.09 2.97  -0.776
H 2.15 -0.24 4.62  0.188
H 0.62 -1.08 4.63  0.166
H 1.69 -2.27 2.39  0.163
H 1.70 -2.86 4.04  0.175
H 3.79 -2.01 2.45  0.471
H 0.27 0.64 3.41  0.505

Density functional theory data (ωB97M-V/def2-TZVPD) for a single C27H32N4O3 molecule.

Computed properties:
M   460.578 g mol⁻¹
Electronic energy   -40622.0861 eV
Gap between HOMO and LUMO   7.901 eV
ΔE to the lowest compared entry with this formula, charge and spin   22.6 kcal/mol

Each line ends with the natural charge from an NBO analysis.
Positions of all 66 atoms, in Å:
C 5.01 1.66 -2.85  -0.614
C 4.92 1.73 -1.33  -0.202
N 4.45 0.49 -0.77  -0.343
C 3.16 0.21 -0.47  -0.001
C 3.02 -1.10 -0.05  -0.180
C 1.86 -1.83 0.36  -0.146
C 0.70 -1.33 0.85  0.040
N 0.63 0.05 1.11  -0.610
C -0.33 0.99 0.95  0.664
O -1.50 0.75 0.65  -0.652
C 0.14 2.39 1.14  -0.087
C 1.20 2.73 1.98  -0.213
C 1.59 4.05 2.09  -0.215
C 0.93 5.04 1.38  -0.193
C -0.13 4.71 0.55  -0.212
C -0.53 3.39 0.44  -0.178
C -0.36 -2.32 1.21  0.648
O -0.11 -3.51 1.21  -0.644
N -1.55 -1.81 1.57  -0.626
C -2.69 -2.66 1.82  -0.223
C -3.82 -2.39 0.82  -0.435
C -4.53 -1.06 1.11  -0.206
N -5.31 -0.50 0.04  -0.446
C -6.40 -1.33 -0.44  -0.252
C -7.28 -0.48 -1.36  -0.069
O -6.55 0.05 -2.44  -0.526
C -5.46 0.82 -1.98  -0.069
C -4.54 -0.01 -1.09  -0.260
C 4.35 -1.66 -0.12  -0.005
C 4.87 -2.92 0.18  -0.205
C 6.22 -3.13 0.02  -0.230
C 7.06 -2.10 -0.43  -0.209
C 6.57 -0.85 -0.73  -0.240
C 5.21 -0.64 -0.57  0.123
H 4.03 1.46 -3.28  0.213
H 5.69 0.87 -3.16  0.215
H 5.38 2.61 -3.25  0.215
H 4.24 2.53 -1.03  0.209
H 5.91 1.95 -0.91  0.205
H 2.40 0.95 -0.65  0.216
H 1.91 -2.90 0.29  0.251
H 1.56 0.43 1.26  0.410
H 1.70 1.98 2.57  0.215
H 2.40 4.32 2.75  0.219
H 1.24 6.07 1.47  0.218
H -0.65 5.48 0.00  0.219
H -1.36 3.11 -0.19  0.235
H -1.76 -0.85 1.33  0.425
H -3.06 -2.49 2.84  0.186
H -2.34 -3.70 1.75  0.238
H -3.38 -2.37 -0.18  0.207
H -4.54 -3.21 0.86  0.207
H -5.19 -1.19 1.97  0.191
H -3.79 -0.30 1.37  0.200
H -6.98 -1.68 0.41  0.202
H -6.03 -2.21 -1.01  0.168
H -8.08 -1.08 -1.79  0.189
H -7.72 0.34 -0.77  0.163
H -4.94 1.17 -2.87  0.188
H -5.84 1.68 -1.40  0.163
H -3.72 0.61 -0.71  0.223
H -4.11 -0.83 -1.69  0.165
H 4.22 -3.71 0.53  0.220
H 6.64 -4.09 0.24  0.214
H 8.12 -2.30 -0.54  0.214
H 7.23 -0.07 -1.07  0.212

Density functional theory data (ωB97M-V/def2-TZVPD) for a molecular structure, C3H5BrOS in a non-equilibrium geometry.

Computed properties:
M   169.043 g mol⁻¹
Electronic energy   -86114.7056 eV
Gap between HOMO and LUMO   8.953 eV
ΔE to the lowest compared entry with this formula, charge and spin   46.7 kcal/mol

Each line ends with the natural charge from an NBO analysis.
Positions of all 11 atoms, in Å:
C 0.51 0.07 0.43  -0.244
C -0.31 -0.52 -0.39  -0.216
C 1.87 0.58 0.05  -0.635
O -3.06 -1.89 -0.46  -0.886
S -2.45 -0.96 0.46  1.091
Br -3.15 1.10 -0.03  -0.193
H 0.23 0.24 1.47  0.212
H -0.25 -0.77 -1.43  0.206
H 1.91 1.65 0.23  0.225
H 2.63 0.11 0.66  0.223
H 2.07 0.39 -1.00  0.216

Density functional theory data (ωB97M-V/def2-TZVPD) for 2 unconnected molecules or ions with the total composition C9H11O3 in a non-equilibrium geometry.

Computed properties:
M   167.184 g mol⁻¹
Electronic energy   -15654.8504 eV
Gap between HOMO and LUMO   6.583 eV
ΔE to the lowest compared entry with this formula, charge and spin   33.4 kcal/mol
Net charge   -1

Each line ends with the natural charge from an NBO analysis.
Positions of all 23 atoms, in Å:
C 2.43 -2.63 0.55  -0.618
C -1.28 -1.91 0.60  -0.356
C -0.05 -2.52 0.55  -0.178
C -1.35 -0.49 0.63  0.387
C 1.16 -1.83 0.54  -0.161
C -0.10 0.26 0.67  -0.434
C 1.11 -0.41 0.54  -0.190
O -2.43 0.17 0.62  -0.789
H -2.24 -2.42 0.68  0.201
H 0.00 -3.63 0.60  0.175
H -0.44 0.94 -1.59  0.530
H -0.27 1.18 1.20  0.204
H 2.46 -2.99 1.59  0.199
H 3.27 -1.95 0.50  0.199
H 2.09 0.13 0.59  0.181
H 2.46 -3.39 -0.22  0.200
C -1.27 3.22 -0.56  -0.740
C -0.46 2.98 -1.81  0.808
O -0.04 3.82 -2.55  -0.610
O -0.41 1.69 -2.22  -0.728
H -1.07 2.62 0.30  0.258
H -2.27 2.90 -0.87  0.250
H -1.30 4.27 -0.33  0.211